Record 1
C36H37AsHfN4O | wB97M-V/def2-TZVPD

```
! wB97M-V def2-TZVPD RIJCOSX def2/J DEFGRID3
* xyz 2 1
Hf -0.0859 -1.4400 0.8188
O 0.1032 -5.0512 2.7245
C 0.3708 -3.9850 2.2213
N -0.3034 -2.8024 2.4511
C -1.6940 -3.0508 2.8263
C -2.4154 -3.4120 1.5426
C -3.5024 -4.2579 1.4592
C -4.0649 -4.5085 0.2155
C -3.5387 -3.8957 -0.9135
C -2.4623 -3.0476 -0.7604
N -1.9008 -2.8224 0.4377
C 1.4102 -3.9825 1.1124
C 2.3535 -4.9843 1.0308
C 3.1453 -5.0582 -0.1061
C 2.9481 -4.1498 -1.1387
C 1.9973 -3.1625 -0.9882
N 1.2495 -3.0676 0.1266
H -2.1249 -2.1372 3.2489
H -1.8035 -3.8350 3.5736
H -3.8884 -4.7255 2.3542
H -4.9077 -5.1810 0.1270
H -3.9549 -4.0683 -1.8950
H -2.0306 -2.5193 -1.6021
H 2.4265 -5.7031 1.8344
H 3.8982 -5.8300 -0.1961
H 3.5239 -4.1999 -2.0515
H 1.8256 -2.4138 -1.7491
C -0.2026 0.9827 4.8205
C 0.3883 1.0682 3.4462
C 0.2174 2.1837 2.6400
C 0.6918 2.2588 1.3258
C 0.5080 3.5544 0.5891
C 1.3527 1.1483 0.7854
As 1.0646 0.4420 -1.0425
N -0.7311 -0.0191 -0.5228
C -1.7512 0.8445 -0.0782
C -2.0147 2.1136 -0.5780
C -2.9951 2.8996 0.0125
C -3.7182 2.4515 1.1079
C -3.4745 1.1801 1.6102
C -2.5173 0.3823 1.0019
C 1.0864 1.8512 -2.3699
C 0.1550 1.9167 -3.4060
C -0.9286 0.9003 -3.6432
C 0.2616 2.9756 -4.3053
C 1.2761 3.9158 -4.2254
C 1.3665 5.0518 -5.1995
C 2.2400 3.7621 -3.2292
C 2.1790 2.7356 -2.3025
C 3.2782 2.6043 -1.2843
C 1.7556 0.0977 1.6662
C 2.9626 -0.7890 1.3716
C 1.2199 0.0536 2.9614
H -0.9632 1.7451 4.9757
H 0.5704 1.1192 5.5787
H -0.6525 0.0038 4.9934
H -0.3429 3.0273 3.0283
H -0.4281 4.0313 0.8719
H 0.5324 3.4432 -0.4907
H 1.3208 4.2308 0.8679
H -1.4486 2.4991 -1.4154
H -3.1964 3.8840 -0.3903
H -4.4754 3.0809 1.5541
H -4.0420 0.8028 2.4507
H -2.4115 -0.6352 1.3983
H -0.9278 0.0871 -2.9194
H -0.8040 0.4695 -4.6374
H -1.9170 1.3623 -3.6157
H -0.4648 3.0495 -5.1067
H 0.6133 4.9699 -5.9802
H 2.3485 5.0792 -5.6725
H 1.2258 6.0068 -4.6910
H 3.0726 4.4548 -3.1841
H 4.1534 3.1625 -1.6115
H 3.6038 1.5689 -1.1435
H 2.9880 2.9915 -0.3053
H 3.1071 -1.0098 0.3160
H 2.9450 -1.7179 1.9433
H 3.8361 -0.2257 1.7059
H 1.5123 -0.7555 3.6233
*
```

Values from the calculation:
- Energy: -3971.65616 a.u.
- Energy relative to the best compared isomer or geometry (same formula, charge and spin): 7.31 kcal per mole
- Kohn-Sham gap: 6.954 eV

***

Record 2
C6H8 | wB97M-V/def2-TZVPD

```
! wB97M-V def2-TZVPD RIJCOSX def2/J DEFGRID3
* xyz 0 1
C -1.4412 1.1790 0.3107
C -0.7225 -0.1533 0.4266
C 0.0099 -0.6295 -0.8299
C 0.6477 -0.1423 1.0245
C 1.3947 -0.3243 -0.1042
C 2.7156 -0.3848 -0.4582
H -0.7792 1.9264 -0.1344
H -1.7528 1.5447 1.2922
H -2.3263 1.0757 -0.3266
H -1.3763 -0.9106 0.8664
H -0.0920 -0.0175 -1.7158
H -0.1189 -1.6941 -1.0499
H 0.9412 -0.4281 2.0141
H 2.9001 -1.0414 -1.3153
*
```

Values from the calculation:
- Energy: -233.22185 a.u.
- Energy relative to the best compared isomer or geometry (same formula, charge and spin): 103.63 kcal per mole
- Kohn-Sham gap (alpha / beta): 7.648 / 7.224 eV

***

Record 3
C3H8NS | wB97M-V/def2-TZVPD

```
! wB97M-V def2-TZVPD RIJCOSX def2/J DEFGRID3
* xyz -1 1
C 0.1174 0.1640 4.0930
S -0.2258 -1.4524 3.3253
H 1.1572 0.4497 3.9733
H -0.5924 0.9483 3.8006
H -0.0408 0.1259 5.1842
C 0.5108 1.0337 -2.5215
C 0.3324 -0.2894 -2.6041
N -0.8736 -0.9505 -2.7052
H -0.4159 1.5679 -2.3163
H 1.4497 1.5450 -2.4570
H 1.1767 -0.8639 -2.9924
H -1.6504 -0.3769 -2.4195
H -0.9452 -1.9012 -2.3604
*
```

Values from the calculation:
- Energy: -572.02509 a.u.
- Energy relative to the best compared isomer or geometry (same formula, charge and spin): 33.36 kcal per mole
- Kohn-Sham gap: 5.434 eV

***

Record 4
C54H61F3OP3S2 | wB97M-V/def2-TZVPD

```
! wB97M-V def2-TZVPD RIJCOSX def2/J DEFGRID3
* xyz 1 1
O -1.7110 3.8458 -1.8450
C -0.7456 3.1522 -0.9803
C -1.6102 2.1724 -0.0459
P -0.7258 0.6051 0.5133
C 0.8670 0.8771 1.4814
C 1.4294 2.3769 1.4775
C 2.5821 2.5361 0.3595
F 2.6910 1.6406 -0.7438
C 3.5664 3.5480 0.4287
F 3.4324 4.6564 1.2845
F 4.7256 3.5426 -0.3758
P -0.3237 -0.8484 -1.0679
S 0.6018 -0.0680 -2.6078
P -2.1168 -0.3963 1.9313
S -2.0293 0.4021 3.7075
H -1.6923 4.8091 -1.6265
H -0.0074 2.6286 -1.6679
H -0.2240 3.9900 -0.3960
H -2.0562 2.7773 0.8270
H -2.5196 1.8277 -0.6702
H 1.6873 0.1975 1.0375
H 0.7368 0.5088 2.5668
H 1.9652 2.5295 2.4874
H 0.6279 3.1797 1.4286
H 0.4688 -1.9032 -0.4590
H -1.5959 -1.4401 -1.4251
H -3.4337 -0.1373 1.3780
H -1.7926 -1.7893 1.8817
C 3.4500 -4.1623 -3.0200
C 3.0442 -2.8319 -3.0280
C 3.8489 -1.8546 -2.4495
C 5.0652 -2.2074 -1.8719
C 5.4724 -3.5377 -1.8675
C 4.6631 -4.5162 -2.4373
H 2.8203 -4.9239 -3.4678
H 2.0989 -2.5563 -3.4845
H 3.5291 -0.8179 -2.4493
H 5.6950 -1.4453 -1.4253
H 6.4209 -3.8126 -1.4182
H 4.9782 -5.5541 -2.4282
C -6.8983 4.9093 -3.7788
C -6.9734 4.0844 -4.8969
C -5.8870 3.2903 -5.2509
C -4.7280 3.3142 -4.4804
C -4.6547 4.1358 -3.3600
C -5.7376 4.9364 -3.0116
H -7.7439 5.5310 -3.5052
H -7.8791 4.0612 -5.4935
H -5.9434 2.6524 -6.1265
H -3.8819 2.6917 -4.7533
H -3.7515 4.1529 -2.7581
H -5.6776 5.5811 -2.1413
C -4.7076 -1.0728 -2.2048
C -4.7467 -2.4611 -2.2941
C -5.2449 -3.0699 -3.4415
C -5.6937 -2.2895 -4.5032
C -5.6493 -0.9014 -4.4136
C -5.1604 -0.2947 -3.2622
H -4.3221 -0.5954 -1.3081
H -4.3895 -3.0692 -1.4687
H -5.2824 -4.1516 -3.5094
H -6.0773 -2.7635 -5.4000
H -5.9969 -0.2928 -5.2416
H -5.1294 0.7873 -3.1881
C -0.1625 -8.3788 -2.8091
C -1.1739 -7.6575 -3.4356
C -1.2372 -6.2755 -3.2891
C -0.2823 -5.6136 -2.5233
C 0.7314 -6.3345 -1.8998
C 0.7892 -7.7174 -2.0389
H -0.1156 -9.4566 -2.9209
H -1.9141 -8.1732 -4.0380
H -2.0297 -5.7141 -3.7724
H -0.3285 -4.5346 -2.4129
H 1.4769 -5.8174 -1.3041
H 1.5763 -8.2797 -1.5485
C -3.6257 7.6785 -4.3593
C -4.0235 9.0112 -4.3563
C -3.2145 9.9783 -3.7675
C -2.0022 9.6134 -3.1899
C -1.6024 8.2808 -3.1963
C -2.4158 7.3125 -3.7770
H -4.2580 6.9241 -4.8154
H -4.9654 9.2968 -4.8125
H -3.5281 11.0165 -3.7595
H -1.3693 10.3680 -2.7354
H -0.6558 7.9967 -2.7474
H -2.1066 6.2720 -3.7775
C 5.6206 -4.9787 3.4990
C 5.5793 -6.3667 3.4141
C 5.0832 -6.9800 2.2680
C 4.6372 -6.2046 1.2020
C 4.6819 -4.8166 1.2853
C 5.1695 -4.2032 2.4353
H 6.0045 -4.5009 4.3942
H 5.9333 -6.9712 4.2424
H 5.0451 -8.0621 2.2049
H 4.2548 -6.6827 0.3061
H 4.3357 -4.2123 0.4535
H 5.1995 -3.1207 2.5021
C 4.7927 2.0611 4.1856
C 5.1266 1.9751 5.5332
C 4.9707 0.7720 6.2141
C 4.4897 -0.3489 5.5446
C 4.1590 -0.2643 4.1962
C 4.3059 0.9417 3.5167
H 4.9119 3.0007 3.6558
H 5.5082 2.8470 6.0536
H 5.2249 0.7073 7.2662
H 4.3728 -1.2881 6.0743
H 3.7852 -1.1396 3.6739
H 4.0415 1.0092 2.4658
C -0.5806 -0.0154 7.0730
C -0.2832 -1.1690 7.7916
C 0.0901 -1.0796 9.1286
C 0.1567 0.1637 9.7502
C -0.1443 1.3170 9.0327
C -0.5088 1.2283 7.6931
H -0.8685 -0.0852 6.0292
H -0.3417 -2.1390 7.3087
H 0.3283 -1.9784 9.6868
H 0.4430 0.2332 10.7940
H -0.0939 2.2859 9.5180
H -0.7381 2.1283 7.1324
*
```

Values from the calculation:
- Energy: -4289.14444 a.u.
- Kohn-Sham gap: 7.058 eV

***

Record 5
C21H28N2O2 | wB97M-V/def2-TZVPD

```
! wB97M-V def2-TZVPD RIJCOSX def2/J DEFGRID3
* xyz 0 1
C -3.2476 1.7354 -6.7440
O -1.7703 1.9095 -6.5460
C -1.4111 1.6200 -5.1518
C -2.2158 1.3010 -4.0606
C -1.7828 0.7642 -2.7891
C -0.5366 0.8767 -2.4849
N 0.3333 0.5412 -1.2872
C 1.0109 -0.4781 -1.0395
C 1.5150 -1.1491 -2.1821
C 1.4605 -0.3499 0.2419
C 0.5779 0.4874 0.7867
C 0.4814 0.7244 2.3099
O -0.1344 1.7143 2.6513
C 1.3381 -0.0402 3.2026
N 1.4968 -1.2835 2.9763
C -0.1506 -1.6941 3.2531
C -0.5910 -1.5610 4.8985
C 0.6128 -2.6291 5.5490
C 0.1847 -4.1082 5.5313
C 1.9355 -2.1594 5.2402
C 2.1071 -2.0237 3.8388
C -0.1857 1.3825 -0.1189
C -1.1979 2.4020 -0.2141
C 0.5926 1.4616 -3.6006
C 0.0619 1.7485 -4.8092
H -3.8385 2.4559 -6.1958
H -3.4374 0.7359 -6.6622
H -3.1836 2.1813 -7.9220
H -3.2278 0.9347 -4.3230
H -2.3241 0.2388 -2.0084
H 2.3441 -0.7460 -2.7205
H 0.9555 -1.5321 -3.0465
H 2.0328 -2.2628 -1.7849
H 2.1085 -1.0619 0.7761
H 1.1910 0.5769 4.2897
H 2.5859 0.2908 2.9536
H -0.4036 -2.9626 3.0275
H -0.8607 -1.0653 2.9094
H -1.4797 -2.2612 5.0330
H -0.6479 -0.6832 5.1463
H 0.3611 -2.3767 6.7096
H 0.8898 -4.6155 6.0359
H -0.6345 -4.3553 5.6952
H 0.5028 -4.2472 4.4507
H 2.7870 -2.6988 5.7288
H 1.9255 -1.3016 5.6621
H 2.0343 -3.1074 3.4365
H 3.2409 -1.9231 3.4222
H -1.0405 2.9633 0.7604
H -2.3009 2.0506 -0.0765
H -0.9445 2.9303 -1.0425
H 1.6393 1.3785 -3.4392
H 0.5630 2.1642 -5.6531
*
```

Values from the calculation:
- Energy: -1076.35888 a.u.
- Energy relative to the best compared isomer or geometry (same formula, charge and spin): 454.18 kcal per mole
- Kohn-Sham gap: 8.070 eV

***

Record 6
C4H29N2O8 | wB97M-V/def2-TZVPD

```
! wB97M-V def2-TZVPD RIJCOSX def2/J DEFGRID3
* xyz 1 1
C 1.8517 3.0013 -0.5276
C 0.4812 2.5478 -0.9415
C 0.3185 1.6013 -2.1765
C 1.1873 0.3559 -1.9899
N 0.3523 -0.8925 -2.1694
N -0.0885 1.8807 0.2928
H 2.4217 3.4891 -1.3268
H 1.9138 3.7573 0.2604
H 2.4968 2.2049 -0.1414
H -0.2054 3.3535 -1.1977
H -0.7370 1.3468 -2.1159
H 0.6797 2.1817 -2.9893
H 1.5880 0.3347 -0.9792
H 2.0783 0.1653 -2.5855
H -0.2103 -1.0062 -1.2956
H -0.3629 -0.6723 -2.8600
H 0.8344 -1.7412 -2.4989
H 0.5428 2.0293 1.0694
H -0.9862 2.2836 0.5447
H 0.5873 1.6207 3.5101
H 1.1593 0.1880 3.5169
O 0.3450 0.6936 3.4350
H 1.4955 -1.4706 1.6380
H 0.6752 -0.2238 1.5337
O 1.4494 -0.6461 1.1427
H -3.0203 0.6955 2.9869
H -1.6423 0.5165 3.3097
O -2.1657 1.0031 2.6490
H -0.9258 0.0027 0.3248
H -2.2714 -0.6806 -0.0240
O -1.3230 -0.7252 -0.1864
H 0.8124 -3.8630 -1.2120
H 2.1058 -3.9269 -2.2647
O 1.4145 -3.4197 -1.8418
H -0.4774 -3.0287 3.3906
H -0.7052 -1.5198 3.0924
O -0.6134 -2.3869 2.6871
H 0.7095 -4.3688 0.9968
H -0.0028 -2.9987 0.5482
O 0.1364 -3.9337 0.3654
H -3.8091 1.4711 -2.2504
H -4.4746 0.1715 -1.8551
O -3.6155 0.6089 -1.8649
*
```

Values from the calculation:
- Energy: -881.01721 a.u.
- Energy relative to the best compared isomer or geometry (same formula, charge and spin): 43.12 kcal per mole
- Kohn-Sham gap: 10.249 eV